{
  "formula": "C57H65ClF6N4O4P",
  "method": "the ωB97M-V functional and the def2-TZVPD basis",
  "elements": ["C", "C", "C", "Cl", "N", "C", "O", "C", "C", "C", "C", "C", "C", "C", "C", "C", "C", "C", "N", "C", "C", "C", "C", "O", "O", "C", "C", "N", "P", "N", "O", "H", "H", "H", "H", "H", "H", "H", "H", "H", "H", "H", "H", "H", "H", "H", "H", "H", "H", "H", "H", "H", "H", "H", "H", "H", "H", "H", "H", "H", "H", "H", "H", "H", "H", "H", "F", "C", "C", "C", "C", "C", "C", "H", "H", "H", "H", "H", "F", "C", "C", "C", "C", "C", "C", "H", "H", "H", "H", "H", "F", "C", "C", "C", "C", "C", "C", "H", "H", "H", "H", "H", "F", "C", "C", "C", "C", "C", "C", "H", "H", "H", "H", "H", "F", "C", "C", "C", "C", "C", "C", "H", "H", "H", "H", "H", "F", "C", "C", "C", "C", "C", "C", "H", "H", "H", "H", "H"],
  "positions_angstrom": [[-0.717, -0.214, 4.573], [-0.954, 1.205, 3.766], [0.414, 1.911, 3.205], [1.696, 1.747, 4.583], [0.925, 1.381, 1.886], [0.623, 0.036, 1.265], [-0.022, 0.243, -0.040], [-0.064, -0.981, -0.852], [1.192, -2.021, -1.110], [1.155, -3.361, -2.054], [2.503, -4.322, -2.284], [-0.252, -3.718, -2.815], [-1.521, -2.707, -2.580], [-1.478, -1.338, -1.622], [-2.856, -0.453, -1.577], [-3.240, 0.169, -0.110], [-2.770, 0.662, -2.788], [1.785, 2.229, 1.177], [2.462, 2.039, -0.163], [3.663, 1.124, -0.234], [3.807, 0.675, -1.838], [5.312, -0.022, -2.051], [6.468, 1.187, -2.058], [7.751, 0.788, -1.963], [6.157, 2.628, -2.111], [2.575, 3.399, -0.815], [2.115, 4.495, 0.322], [2.222, 3.626, 1.560], [3.713, 3.812, 2.518], [3.684, 5.557, 3.033], [5.160, 3.710, 1.530], [-0.782, -0.083, 5.746], [0.324, -0.728, 4.340], [-1.535, -1.040, 4.300], [-1.769, 0.982, 2.941], [-1.463, 1.941, 4.556], [0.183, 3.081, 3.145], [-0.077, -0.660, 1.892], [1.670, -0.535, 1.198], [2.212, -1.735, -0.560], [2.534, -4.653, -3.430], [3.492, -3.672, -2.128], [2.500, -5.266, -1.586], [-0.364, -4.660, -3.508], [-2.524, -2.949, -3.155], [-3.749, -1.183, -1.875], [-4.316, 0.670, -0.224], [-2.501, 1.074, 0.088], [-3.288, -0.607, 0.765], [-3.721, 1.380, -2.804], [-2.665, 0.083, -3.825], [-1.768, 1.295, -2.663], [4.686, 1.618, 0.045], [3.576, 0.133, 0.381], [2.990, -0.098, -2.168], [3.798, 1.603, -2.567], [5.485, -0.807, -1.190], [5.341, -0.631, -3.077], [5.655, 2.822, -2.963], [1.808, 3.347, -1.698], [3.624, 3.611, -1.295], [2.790, 5.452, 0.265], [1.029, 4.844, 0.005], [3.865, 6.062, 2.114], [4.547, 5.770, 3.598], [5.843, 3.264, 2.143], [-2.749, -0.827, -5.588], [-1.749, -0.579, -6.445], [-0.547, -0.072, -5.965], [0.496, 0.181, -6.856], [0.321, -0.067, -8.220], [-0.892, -0.571, -8.692], [-1.930, -0.834, -7.800], [-0.432, 0.122, -4.904], [1.443, 0.570, -6.490], [1.133, 0.135, -8.915], [-1.027, -0.759, -9.755], [-2.876, -1.235, -8.148], [3.994, 2.615, -4.382], [3.965, 3.605, -5.284], [4.837, 4.680, -5.148], [4.810, 5.709, -6.090], [3.903, 5.657, -7.151], [3.029, 4.576, -7.276], [3.063, 3.542, -6.341], [5.528, 4.708, -4.313], [5.493, 6.550, -5.997], [3.880, 6.462, -7.883], [2.321, 4.540, -8.101], [2.397, 2.690, -6.427], [-5.210, -2.032, -0.039], [-6.345, -1.806, -0.713], [-6.442, -2.205, -2.042], [-7.625, -1.975, -2.743], [-8.696, -1.338, -2.111], [-8.587, -0.938, -0.778], [-7.407, -1.178, -0.074], [-5.597, -2.690, -2.519], [-7.714, -2.289, -3.780], [-9.617, -1.155, -2.660], [-9.420, -0.439, -0.289], [-7.309, -0.881, 0.965], [2.564, -3.732, 9.950], [2.535, -2.742, 9.048], [3.406, -1.667, 9.184], [3.380, -0.638, 8.242], [2.473, -0.690, 7.181], [1.599, -1.771, 7.056], [1.633, -2.805, 7.991], [4.098, -1.639, 10.020], [4.062, 0.203, 8.335], [2.449, 0.114, 6.449], [0.891, -1.808, 6.231], [0.967, -3.657, 7.905], [-8.213, 0.456, -4.231], [-8.889, 1.525, -4.673], [-10.230, 1.674, -4.337], [-10.932, 2.790, -4.793], [-10.287, 3.740, -5.589], [-8.942, 3.579, -5.925], [-8.238, 2.469, -5.460], [-10.716, 0.922, -3.724], [-11.979, 2.920, -4.529], [-10.837, 4.607, -5.948], [-8.444, 4.317, -6.548], [-7.189, 2.333, -5.704], [5.316, -9.337, 13.029], [4.641, -8.267, 12.587], [3.300, -8.118, 12.923], [2.598, -7.003, 12.467], [3.242, -6.053, 11.671], [4.587, -6.214, 11.335], [5.292, -7.324, 11.800], [2.814, -8.871, 13.535], [1.551, -6.873, 12.731], [2.693, -5.185, 11.312], [5.086, -5.476, 10.712], [6.340, -7.460, 11.556]],
  "mulliken_charge": [-0.919, -0.279, -0.194, -0.197, 0.528, -0.570, -0.077, 0.351, -0.180, 0.265, -0.933, -0.762, -0.492, 0.133, 1.396, -0.961, -0.223, -1.148, 0.907, -0.521, 0.335, -0.505, 0.383, -0.545, -0.392, -0.371, -0.236, 0.254, 0.213, -0.666, -0.542, 0.352, 0.237, 0.314, 0.062, 0.368, 0.437, 0.391, 0.129, 0.086, 0.316, 0.204, 0.280, 0.278, 0.208, -0.675, 0.302, 0.199, 0.197, 0.361, -0.266, 0.102, 0.179, 0.313, 0.211, -0.313, 0.311, 0.339, 0.252, 0.321, 0.114, 0.198, 0.268, 0.288, 0.321, 0.330, -0.278, 0.464, -0.254, -0.452, -0.642, -0.413, -0.532, 0.419, 0.441, 0.391, 0.369, 0.417, -0.067, 0.580, -0.388, -0.605, -0.522, -0.517, -0.441, 0.423, 0.373, 0.372, 0.382, 0.373, -0.354, 0.263, -0.106, -0.593, -0.401, -0.491, -0.449, 0.451, 0.374, 0.475, 0.375, 0.434, -0.188, 0.172, -0.461, -0.516, 0.262, -0.007, -0.646, 0.422, 0.373, -0.094, 0.267, 0.419, -0.128, 0.439, -0.282, -0.464, -0.490, -0.422, -0.448, 0.317, 0.359, 0.357, 0.349, 0.430, -0.305, 0.199, -0.305, -0.514, -0.320, -0.463, -0.358, 0.403, 0.359, 0.600, 0.349, 0.397],
  "orbital_gap_ev": 5.757,
  "homo_energy_ev": -10.023,
  "e_tot_ha": -4130.8923,
  "lumo_energy_ha": -0.1568,
  "charge": 1
}